Entry from OMol25: a cluster of 2 separate species, C6H11N2O3 in total in a non-equilibrium geometry (ωB97M-V with the def2-TZVPD basis set).

LUMO level: 3.7084 eV
Kohn-Sham gap: 6.22 eV
total charge: -1
HOMO: -2.5 eV

Last column: natural (NBO) charge in e.
CARTESIAN COORDINATES (ANGSTROEM)
C: -1.519 -0.313 0.742  0.424
C: 0.282 -0.334 2.859  1.020
C: -2.068 -1.739 0.546  -0.709
C: 0.327 1.953 -1.037  -0.606
C: 0.323 1.341 0.363  -0.426
C: -0.197 -0.078 0.383  -0.188
N: 1.863 -1.400 0.236  -0.686
N: 0.606 -1.006 -0.365  -0.489
O: 0.620 0.751 3.117  -0.572
O: -2.296 0.553 1.218  -0.764
O: 0.100 -1.479 3.034  -0.607
H: -1.459 -2.472 1.075  0.211
H: -2.098 -1.994 -0.517  0.190
H: -3.083 -1.772 0.936  0.218
H: 0.741 2.967 -1.015  0.177
H: 0.928 1.339 -1.709  0.197
H: -0.692 1.999 -1.421  0.199
H: -0.331 1.924 1.014  0.239
H: 1.341 1.397 0.773  0.170
H: 2.433 -0.555 0.268  0.335
H: 1.729 -1.691 1.213  0.321
H: 0.092 -1.868 -0.521  0.346



Entry from OMol25: a cluster of 2 separate species, C6H11N2OPS in total in a non-equilibrium geometry (ωB97M-V with the def2-TZVPD basis set).

SMILES: C#C[C@H](S)CN=C.CNP=O
LUMO level: 0.4583 eV
Kohn-Sham gap: 9.36 eV
HOMO: -8.9 eV

Last column: natural (NBO) charge in e.
CARTESIAN COORDINATES (ANGSTROEM)
C: 1.499 1.509 1.880  -0.231
C: 1.727 0.833 0.905  0.001
C: 1.989 0.222 -0.369  -0.361
S: 0.482 0.255 -1.555  -0.121
C: 2.304 -1.264 -0.310  -0.261
N: 1.673 -2.042 0.714  -0.395
C: 0.708 -2.773 0.369  -0.016
H: 1.431 1.721 2.905  0.240
H: 2.570 0.785 -1.001  0.248
H: -0.341 -0.453 -0.681  0.179
H: 2.179 -1.576 -1.329  0.194
H: 3.384 -1.654 -0.083  0.216
H: 0.259 -2.785 -0.587  0.135
H: 0.261 -3.486 0.957  0.163
C: -3.079 1.313 -0.813  -0.437
N: -2.166 1.991 0.088  -0.964
P: -1.383 1.118 1.309  1.473
O: -1.493 -0.288 0.928  -1.096
H: -3.060 0.256 -0.692  0.234
H: -4.111 1.865 -0.831  0.199
H: -2.559 1.487 -1.786  0.197
H: -2.275 2.965 -0.017  0.403



Entry from OMol25: a structure of composition C6H11N2S in a non-equilibrium geometry (ωB97M-V with the def2-TZVPD basis set).

LUMO level: -3.5417 eV
Kohn-Sham gap: 8.59 eV
total charge: +1
HOMO: -12.1 eV

Last column: natural (NBO) charge in e.
CARTESIAN COORDINATES (ANGSTROEM)
C: 0.337 2.231 -0.240  -0.141
C: -1.046 1.855 -0.150  -0.359
C: 1.335 1.349 -0.463  -0.098
C: -1.416 0.588 0.000  -0.094
C: -0.065 -0.872 -0.162  0.351
C: 0.277 -1.324 1.283  -0.675
N: -0.294 -1.904 -1.051  -0.855
N: 1.163 -0.086 -0.621  -0.569
S: -3.027 -0.055 -0.018  0.066
H: 0.391 3.267 0.126  0.266
H: -1.795 2.536 -0.163  0.232
H: 2.344 1.638 -0.588  0.232
H: 1.194 -1.937 1.204  0.216
H: -0.489 -1.938 1.795  0.267
H: 0.544 -0.461 1.916  0.254
H: -0.952 -1.749 -1.878  0.427
H: -0.710 -2.678 -0.347  0.412
H: 1.596 -0.355 -1.478  0.447
H: 1.887 -0.631 -0.073  0.440
H: -3.783 1.126 0.330  0.182



Entry from OMol25: the ion C6H11N2S with charge +1 in a non-equilibrium geometry (ωB97M-V with the def2-TZVPD basis set).

spin multiplicity: 3
LUMO level (spin up / spin down): -3.3975 / -5.5668 eV
Kohn-Sham gap (spin up / spin down): 7.07 / 7.09 eV
total charge: +1
HOMO (spin up / spin down): -10.5 / -12.7 eV

Last column: natural (NBO) charge in e.
CARTESIAN COORDINATES (ANGSTROEM)
C: -0.574 -3.293 0.117  0.363
C: -2.389 -2.639 -1.171  -0.027
C: -0.785 -0.905 -0.212  -0.367
C: 1.468 -0.218 0.090  -0.399
C: -0.305 1.036 1.279  -0.400
C: -0.031 1.292 -1.104  -0.419
N: -1.589 -3.373 -0.509  -0.367
N: 0.069 0.329 -0.012  -0.316
S: -2.060 -0.907 -1.320  0.321
H: 0.369 -3.460 0.490  0.246
H: -3.177 -3.065 -1.812  0.254
H: 2.102 0.595 0.535  0.229
H: 1.440 -1.275 0.545  0.246
H: 1.845 -0.328 -0.908  0.224
H: -0.585 0.317 2.078  0.250
H: 0.532 1.543 1.696  0.228
H: -1.175 1.685 0.858  0.232
H: -1.023 1.338 -1.427  0.222
H: 0.355 2.313 -0.749  0.243
H: 0.609 0.847 -1.971  0.237



Entry from OMol25: a cluster of 2 separate species, C6H11N3 in total in a non-equilibrium geometry (ωB97M-V with the def2-TZVPD basis set).

LUMO level: -0.1660 eV
Kohn-Sham gap: 8.89 eV
HOMO: -9.1 eV

Last column: natural (NBO) charge in e.
CARTESIAN COORDINATES (ANGSTROEM)
C: 1.143 -0.812 1.321  -0.648
C: 0.785 -0.716 -0.201  -0.151
C: 1.918 -0.734 -1.098  -0.365
C: 1.248 0.642 -0.828  -0.082
C: -0.615 1.102 0.327  -0.371
C: -0.787 -0.445 0.035  0.324
H: 0.740 0.307 1.756  0.244
H: 0.824 -1.843 1.882  0.234
H: 2.254 -0.738 1.423  0.208
H: 1.723 -1.125 -2.161  0.234
H: 2.868 -1.380 -0.710  0.235
H: 0.539 0.613 -1.770  0.167
H: 0.902 2.645 -0.185  0.372
H: -1.006 0.902 1.390  0.222
H: -1.540 1.463 -0.356  0.276
H: -3.729 -0.416 -1.198  0.384
H: -3.294 -0.300 1.072  0.317
N: 0.759 1.794 0.065  -0.603
N: -1.821 -1.020 -0.341  -0.327
N: -2.912 0.061 -0.424  -0.672



Entry from OMol25: the molecule C6H11N3 in a non-equilibrium geometry (ωB97M-V with the def2-TZVPD basis set).

SMILES: C[C@@]12CNN=C[C@@H]1[C@H]2N
LUMO level: 0.9806 eV
Kohn-Sham gap: 9.15 eV
HOMO: -8.2 eV

Last column: natural (NBO) charge in e.
CARTESIAN COORDINATES (ANGSTROEM)
C: -1.741 1.427 0.530  -0.635
C: -0.364 0.620 0.121  -0.032
C: 0.939 1.392 -0.151  -0.241
N: 1.986 0.544 -0.649  -0.443
N: 2.073 -0.681 -0.003  -0.264
C: 1.123 -1.280 0.702  -0.013
C: -0.277 -0.726 0.734  -0.321
C: -0.781 -0.695 -0.547  -0.055
N: -2.234 -0.913 -0.691  -0.881
H: -2.685 0.739 0.502  0.264
H: -1.845 2.378 0.103  0.205
H: -1.848 1.662 1.677  0.201
H: 1.419 1.733 0.779  0.189
H: 0.625 2.165 -0.808  0.209
H: 2.865 0.879 -0.853  0.379
H: 1.587 -2.232 1.145  0.223
H: -0.922 -1.056 1.615  0.231
H: 0.024 -0.986 -1.230  0.211
H: -2.677 -1.870 -0.364  0.390
H: -2.710 -0.483 -1.492  0.383



Entry from OMol25: the ion C6H11N3 with charge +2 in a non-equilibrium geometry (ωB97M-V with the def2-TZVPD basis set).

LUMO level (spin up / spin down): -11.2984 / -9.8699 eV
Kohn-Sham gap (spin up / spin down): 6.32 / 8.90 eV
total charge: +2
HOMO (spin up / spin down): -17.6 / -18.8 eV

Last column: natural (NBO) charge in e.
CARTESIAN COORDINATES (ANGSTROEM)
C: 1.240 -2.420 -0.138  0.238
C: 1.799 -1.255 -0.330  -0.150
C: 0.202 0.667 0.335  0.466
C: -1.426 -1.022 0.365  0.500
C: 2.551 0.950 0.025  -0.455
C: -1.980 1.461 -0.015  -0.442
N: 1.342 0.135 -0.103  -0.294
N: -1.098 0.269 0.262  -0.444
N: -2.554 -1.462 0.026  -0.678
H: 0.934 -3.371 0.078  0.258
H: 2.843 -1.356 -0.677  0.316
H: 0.300 1.754 0.583  0.257
H: 2.538 1.758 -0.744  0.261
H: 2.404 1.485 0.967  0.243
H: 3.559 0.575 -0.016  0.281
H: -1.335 2.307 -0.258  0.253
H: -2.681 1.527 0.792  0.258
H: -2.712 1.342 -0.835  0.259
H: -2.766 -2.428 0.145  0.456
H: -3.161 -0.915 -0.461  0.416



Entry from OMol25: the ion C6H11N3 with charge +2 in a non-equilibrium geometry (ωB97M-V with the def2-TZVPD basis set).

LUMO level (spin up / spin down): -11.3171 / -11.3184 eV
Kohn-Sham gap (spin up / spin down): 8.13 / 8.14 eV
total charge: +2
HOMO (spin up / spin down): -19.4 / -19.5 eV

Last column: natural (NBO) charge in e.
CARTESIAN COORDINATES (ANGSTROEM)
C: 0.190 0.772 -2.543  0.343
C: -0.007 -0.631 0.146  0.410
C: 0.198 -0.497 -2.181  -0.142
C: 0.708 1.926 2.212  -0.649
C: -0.257 -2.535 -1.121  -0.468
C: -0.387 1.001 1.842  -0.280
N: 0.029 -1.180 -0.974  -0.212
N: -0.487 1.532 -0.444  0.077
N: -0.275 0.710 0.409  -0.105
H: 0.081 1.687 -2.929  0.271
H: -0.056 -1.192 1.005  0.254
H: 0.472 -1.218 -2.978  0.316
H: 0.501 2.301 3.279  0.297
H: 1.786 1.532 1.976  0.244
H: 0.596 2.869 1.500  0.248
H: -1.287 -2.680 -1.585  0.295
H: 0.280 -2.967 -1.949  0.274
H: -0.308 -3.125 -0.134  0.293
H: -1.393 1.607 2.056  0.298
H: -0.385 0.088 2.411  0.237



Entry from OMol25: a cluster of 2 separate species, C6H11N3O in total in a non-equilibrium geometry (ωB97M-V with the def2-TZVPD basis set).

SMILES: Cc1c[nH]cn1.CC(N)=O
LUMO level: 0.8011 eV
Kohn-Sham gap: 9.55 eV
HOMO: -8.7 eV

Last column: natural (NBO) charge in e.
CARTESIAN COORDINATES (ANGSTROEM)
C: 0.729 -2.241 -0.244  -0.634
C: 0.731 -0.968 -1.041  0.093
C: -0.079 -0.700 -2.105  -0.101
N: 0.056 0.625 -2.417  -0.523
C: 0.916 1.145 -1.504  0.158
N: 1.288 0.238 -0.654  -0.478
H: 0.167 -2.141 0.672  0.224
H: 1.762 -2.479 0.021  0.220
H: 0.277 -3.003 -0.874  0.221
H: -0.596 -1.336 -2.796  0.209
H: -0.336 0.944 -3.285  0.419
H: 1.288 2.139 -1.472  0.195
C: -0.034 -0.390 2.548  -0.724
C: -0.953 0.508 1.775  0.677
N: -0.581 1.765 1.448  -0.815
O: -2.069 0.095 1.506  -0.630
H: -0.596 -1.114 3.129  0.238
H: 0.745 -0.031 3.210  0.223
H: 0.536 -0.883 1.764  0.241
H: -1.210 2.221 0.832  0.390
H: 0.342 2.150 1.418  0.397



Entry from OMol25: a cluster of 2 separate species, C6H11N3O in total in a non-equilibrium geometry (ωB97M-V with the def2-TZVPD basis set).

SMILES: Cc1c[nH]cn1.CC(N)=O
LUMO level: 0.6445 eV
Kohn-Sham gap: 9.09 eV
HOMO: -8.4 eV

Last column: natural (NBO) charge in e.
CARTESIAN COORDINATES (ANGSTROEM)
C: 2.563 -0.594 -2.520  -0.632
C: 1.180 -0.054 -2.357  0.087
C: 0.571 0.382 -1.213  -0.110
N: -0.619 0.934 -1.614  -0.521
C: -0.587 1.023 -2.988  0.162
N: 0.457 0.388 -3.451  -0.459
H: 2.586 -1.686 -2.550  0.215
H: 3.163 -0.340 -1.645  0.210
H: 3.021 -0.183 -3.415  0.230
H: 0.794 0.402 -0.160  0.208
H: -1.127 1.592 -1.027  0.413
H: -1.428 1.405 -3.540  0.196
C: -0.535 -1.195 2.626  -0.733
C: -1.672 -0.200 2.615  0.678
N: -1.663 0.699 3.666  -0.845
O: -2.505 -0.116 1.740  -0.608
H: -0.364 -1.845 3.477  0.235
H: 0.337 -0.542 2.479  0.227
H: -0.566 -1.816 1.733  0.245
H: -2.556 1.161 3.697  0.405
H: -1.050 0.585 4.451  0.396



Calculated energy above the lowest of the compared OMol25 structures with the same formula, charge and spin, 0.0 52.9 102.8 84.3 291.3 102.7 150.1 189.0 14.9 13.1 kcal per mole (same order as the records).